Computed, not measured: C33H26F4LuN9O4Si2 as an isolated structure, with the ωB97M-V functional and the def2-TZVPD basis.

Energy (eV): -116485.46460
Molar mass (g/mol): 919.761
LUMO (eV): -2.01
F_max (eV/Å): 2.0

```
! wB97M-V def2-TZVPD RIJCOSX def2/J DEFGRID3
* xyz 0 1
H 3.13 0.97 4.05
C -5.48 0.48 0.50
H 3.67 -2.56 -0.87
H -7.48 -2.00 1.65
Si 3.82 -0.13 -1.47
C 2.99 1.34 3.03
C -0.46 0.17 2.85
H 2.11 5.79 0.42
H -5.56 1.51 0.19
C -2.86 -4.41 0.26
H 1.70 -1.52 2.54
H 6.12 -0.80 -0.73
C -0.15 -0.57 5.06
F -0.16 -2.86 -1.87
H -5.30 -3.22 1.60
H 5.67 -0.23 2.97
C 2.74 -1.64 2.25
C 5.38 -0.18 1.92
C -3.10 0.58 0.00
C 2.81 2.04 0.06
C -1.02 1.67 -2.71
C 1.33 3.80 0.34
C -3.53 -0.89 -2.84
C 5.71 -0.18 -1.53
H 4.88 2.56 -0.16
H 3.66 1.88 -2.95
C 3.19 -1.92 -1.61
N 0.35 -0.95 6.03
C -2.31 -0.22 -3.08
Si 3.50 0.02 1.78
C -0.99 -2.75 0.48
H 0.30 4.10 0.47
N -0.79 -0.16 4.00
C -3.61 -1.96 -1.98
C -6.57 -1.52 1.31
H 5.72 -1.11 1.45
C 3.25 0.86 -2.98
H 2.17 0.95 -3.04
N -3.27 -5.47 0.42
Lu 0.56 0.26 -0.29
H 3.61 0.40 -3.91
C -6.61 -0.19 0.92
O -8.86 -0.07 1.36
N -7.89 0.53 0.95
C -2.39 -3.04 0.06
N -3.84 2.80 -4.37
H 6.04 -0.60 -2.48
C 2.95 0.57 0.04
N 1.55 2.50 0.21
C -4.22 -1.53 0.88
C -1.20 -1.02 -2.75
C -1.30 -2.18 -2.03
O -7.90 1.69 0.57
H 2.78 -2.36 1.43
N -0.03 -2.17 0.72
C -4.26 -0.18 0.47
H 3.58 2.25 2.92
F -4.67 -0.32 -3.25
C 3.88 2.95 -0.03
N -0.26 0.51 1.73
C -2.14 1.16 -3.37
H 1.94 1.60 2.91
H -3.32 1.63 -0.22
C -2.48 -2.56 -1.41
C -5.37 -2.19 1.29
H 3.38 -2.34 -2.59
C 2.34 4.74 0.30
C 3.64 4.30 0.10
H 6.14 0.81 -1.43
O -3.01 -2.15 1.02
F 0.09 -0.63 -2.97
C -3.10 2.04 -3.93
F -4.82 -2.37 -1.60
H 4.45 5.01 0.04
O -1.99 0.14 -0.24
H 2.11 -1.97 -1.43
H 5.93 0.65 1.46
N -0.12 1.86 -2.00
H 3.27 -2.07 3.10
*
```